1.
Density functional theory data (the ωB97M-V functional and the def2-TZVPD basis) for one molecule with the formula C19H25N3O5S at a distorted geometry.

Geometry (Å):
C -2.4980 2.5459 3.9880
C -2.1072 3.1805 2.6545
N -0.8873 3.9556 2.6505
C -0.8190 5.2158 3.3629
C -0.4319 5.1030 4.8356
S 0.5212 3.0477 2.6180
O 0.5417 2.0462 3.6473
O 1.6187 3.9750 2.5952
C 0.3738 2.2316 1.0256
C 0.2687 0.8544 1.0326
C 0.1752 0.1645 -0.1734
N 0.0629 -1.2199 -0.2643
C -0.1301 -2.1167 0.7353
O -0.2723 -1.8533 1.9074
C -0.1809 -3.5552 0.2158
C 1.0725 -3.9506 -0.5910
N 0.7492 -4.4608 -1.9067
C 0.3797 -3.6536 -2.9221
O 0.3105 -2.4349 -2.8222
C 0.0716 -4.3479 -4.1759
C -0.3095 -3.8380 -5.3911
C -0.4737 -4.9462 -6.2482
C -0.1832 -6.0463 -5.4979
O 0.1465 -5.7009 -4.2469
C 0.2086 0.8891 -1.3657
C 0.3077 2.2655 -1.3472
C 0.3846 2.9724 -0.1498
C 0.4620 4.4633 -0.1339
H -1.6407 2.0223 4.4014
H -2.8408 3.2960 4.6960
H -3.3033 1.8332 3.8267
H -1.9514 2.3883 1.9166
H -2.9140 3.8281 2.2919
H -1.7866 5.7140 3.2509
H -0.0567 5.8086 2.8499
H -1.1886 4.5795 5.4119
H -0.2982 6.0979 5.2545
H 0.5042 4.5570 4.9146
H 0.2612 0.3365 1.9776
H 0.1128 -1.5834 -1.2211
H -1.0636 -3.6446 -0.4215
H -0.3164 -4.2106 1.0755
H 1.7197 -3.0783 -0.7242
H 1.6391 -4.7180 -0.0645
H 0.7091 -5.4573 -2.0478
H -0.4479 -2.8025 -5.6224
H -0.7665 -4.9285 -7.2773
H -0.1767 -7.0922 -5.7346
H 0.1571 0.3568 -2.3044
H 0.3267 2.8082 -2.2811
H 1.2289 4.7853 0.5657
H 0.6829 4.8484 -1.1265
H -0.4863 4.8797 0.2041

The value obtained for the energy above the lowest of the compared OMol25 structures with the same formula, charge and spin is 1.650 eV. The LUMO energy is 0.35 eV. The maximum force is 1.31 eV/A. Its SMILES is CCN(CC)S(=O)(=O)c1cc(NC(=O)CCNC(=O)c2ccco2)ccc1C. The energy comes out at -45652.0941 eV. For the gap between HOMO and LUMO, the calculation gives 8.5977 eV.

Atomic partial charges in e from the Mulliken method, atoms 1 to 4:
1. C -1.21
2. C -0.47
3. N 0.31
4. C -0.68

2.
Density functional theory data (the ωB97M-V functional and the def2-TZVPD basis) for C19H25N3O5S5Ti as an isolated structure.

Geometry (Å):
Ti -0.9995 -0.1259 -0.0113
O 1.1847 -5.7679 -3.2571
C 0.7756 -4.8369 -2.6312
S 1.7250 -4.0051 -1.3683
C 0.4823 -2.8608 -0.9280
C -0.6802 -2.9158 -1.5981
S -2.0018 -1.8196 -1.2583
S -0.8393 -4.1205 -2.8542
S 0.7350 -1.7281 0.3690
C -3.2893 -0.3759 3.7702
C -2.7298 -0.6807 2.3679
N -1.4422 0.0284 2.1606
C -0.4284 -0.5453 3.0785
C -0.9602 -0.5798 4.5227
N -2.1952 0.2708 4.5706
C -1.8845 1.6295 4.0145
C -1.6183 1.4694 2.5080
H -3.5948 -1.2760 4.2992
H -4.1236 0.3226 3.7454
H -3.4315 -0.3508 1.6051
H -2.5475 -1.7457 2.2308
H 0.4741 0.0595 3.0013
H -0.1831 -1.5488 2.7394
H -0.2488 -0.1728 5.2381
H -1.2461 -1.5810 4.8400
H -2.5019 0.3668 5.5370
H -1.0263 2.0088 4.5661
H -2.7407 2.2718 4.2100
H -0.7123 2.0007 2.2257
H -2.4330 1.8627 1.9081
C 5.3216 -1.3246 -3.1211
C 4.2491 -0.3993 -2.6257
C 3.4878 0.3587 -3.5108
C 2.4760 1.1880 -3.0575
C 2.2226 1.2481 -1.6930
C 2.9778 0.5125 -0.7841
C 3.9869 -0.2986 -1.2576
S 0.9476 2.2516 -1.0625
O 0.2814 1.4194 -0.0075
O 1.3669 3.5261 -0.5907
N -0.0644 2.4517 -2.3007
C -0.8826 1.3092 -2.7373
C -2.3748 1.5414 -2.4755
C -2.5907 1.9679 -1.0403
O -2.6061 3.1413 -0.7362
O -2.6258 0.9821 -0.1662
H 5.4639 -1.2329 -4.1958
H 5.0560 -2.3598 -2.8999
H 6.2718 -1.1175 -2.6279
H 3.6874 0.2974 -4.5728
H 1.8989 1.7797 -3.7529
H 2.7627 0.5574 0.2748
H 4.5720 -0.8811 -0.5570
H -0.5639 3.3327 -2.1924
H -0.4792 0.4027 -2.2575
H -0.7414 1.1346 -3.8039
H -2.9043 0.6198 -2.7127
H -2.7154 2.3379 -3.1368

The value obtained for the energy above the lowest of the compared OMol25 structures with the same formula, charge and spin is 0.995 eV. As for the expectation value of S²: 0.757. The net charge is +1. The LUMO energy (spin up / spin down) is -3.22 / -3.21 eV. The spin multiplicity is 2. The maximum force is 0.70 eV/A. The energy comes out at -112104.6239 eV. For the gap between HOMO and LUMO (spin up / spin down), the calculation gives 6.4172 / 6.3983 eV.

Atomic partial charges in e from the Mulliken method, atoms 1 to 4:
1. Ti 0.49
2. O -0.54
3. C 0.56
4. S -0.10

3.
Density functional theory data (the ωB97M-V functional and the def2-TZVPD basis) for one molecule with the formula C19H25N3O6 at a distorted geometry.

Geometry (Å):
C 5.2348 0.4869 -3.7299
C 4.5839 0.2787 -2.4045
C 3.2434 0.6179 -2.2432
C 2.5781 0.4312 -1.0397
C 1.1342 0.7705 -0.8826
O 0.3604 0.0643 -0.2646
N 0.7486 1.9464 -1.4296
C -0.6569 2.2875 -1.4172
C -1.4494 1.0824 -1.9346
O -1.1095 0.4308 -2.8844
O -2.5317 0.8652 -1.2025
C -3.2930 -0.2930 -1.5477
C -4.4031 -0.5797 -0.5329
O -5.5471 -0.6897 -0.9374
N -4.0666 -0.7510 0.7585
C -5.1438 -1.0524 1.6817
C -2.7284 -0.6119 1.3124
C -2.5768 0.7024 2.0888
C -1.1337 0.8542 2.5605
C -0.7318 -0.3284 3.4363
C -0.9010 -1.6308 2.6601
C -2.3515 -1.7918 2.2118
C 3.2461 -0.1417 0.0403
C 4.5739 -0.4799 -0.0889
C 5.2424 -0.2613 -1.2920
N 6.6366 -0.6308 -1.3283
O 7.3403 -0.1583 -2.1951
O 7.0302 -1.3922 -0.4699
H 5.9519 1.3051 -3.6749
H 4.4886 0.7196 -4.4854
H 5.7922 -0.3950 -4.0392
H 2.7051 1.0033 -3.0972
H 1.3795 2.4670 -2.0152
H -0.9901 2.5177 -0.4011
H -0.8320 3.1441 -2.0676
H -2.6207 -1.1550 -1.6377
H -3.7765 -0.1347 -2.5173
H -5.0691 -0.4304 2.5714
H -6.0858 -0.8492 1.1755
H -5.1224 -2.1047 1.9699
H -2.0095 -0.5925 0.4930
H -3.2409 0.7075 2.9556
H -2.8570 1.5351 1.4406
H -1.0192 1.7897 3.1128
H -0.4770 0.8835 1.6904
H 0.3066 -0.2172 3.7548
H -1.3553 -0.3519 4.3337
H -0.6094 -2.4798 3.2816
H -0.2532 -1.6094 1.7820
H -2.9960 -1.8230 3.0919
H -2.4742 -2.7272 1.6622
H 2.7143 -0.3110 0.9630
H 5.1215 -0.9175 0.7319

The value obtained for the energy above the lowest of the compared OMol25 structures with the same formula, charge and spin is 3.761 eV. The LUMO energy is -0.84 eV. The maximum force is 1.42 eV/A. Its SMILES is Cc1cc(C(=O)NCC(=O)OCC(=O)N(C)C2CCCCC2)ccc1[N+](=O)[O-]. The energy comes out at -36862.9437 eV. For the gap between HOMO and LUMO, the calculation gives 8.2710 eV.

Atomic partial charges in e from the Mulliken method, atoms 1 to 4:
1. C -1.46
2. C 0.99
3. C -0.78
4. C -0.01

4.
Density functional theory data (the ωB97M-V functional and the def2-TZVPD basis) for one molecule with the formula C19H25N3OS at a distorted geometry.

Geometry (Å):
C -1.0419 2.6489 6.2618
C 0.1183 2.6541 5.3136
C 1.4177 2.7416 5.8007
C 2.4909 2.7521 4.9289
C 2.2818 2.6766 3.5652
C 0.9850 2.5898 3.0644
N 0.8280 2.5185 1.6758
C -0.3113 2.4319 0.9323
O -1.4332 2.4138 1.3865
C -0.0207 2.3465 -0.5585
C 0.5625 0.9801 -0.9363
C -0.3759 -0.1891 -0.6163
C 0.3747 -1.5153 -0.7575
C -0.5649 -2.7026 -0.5114
N -1.7574 -2.6998 -1.3300
C -1.6436 -3.3177 -2.6324
C -0.5748 -2.7981 -3.5435
N -0.6244 -1.7113 -4.2256
C 0.5061 -1.4887 -4.9333
C 1.4670 -2.4391 -4.8019
S 0.9349 -3.6821 -3.7397
C -2.4615 -1.4379 -1.2437
C -1.5980 -0.2073 -1.5355
C -0.0911 2.5781 3.9451
H -1.0930 3.5955 6.7990
H -0.9277 1.8551 6.9987
H -1.9773 2.5015 5.7292
H 1.5866 2.8022 6.8659
H 3.4987 2.8207 5.3116
H 3.1227 2.6856 2.8850
H 1.6991 2.5337 1.1630
H 0.6809 3.1355 -0.8398
H -0.9558 2.5124 -1.0918
H 0.7854 0.9749 -2.0064
H 1.5061 0.8269 -0.4036
H -0.7205 -0.0932 0.4198
H 1.1981 -1.5621 -0.0409
H 0.8029 -1.5758 -1.7597
H -0.0328 -3.6438 -0.6718
H -0.8961 -2.6721 0.5333
H -2.6081 -3.2035 -3.1351
H -1.4581 -4.3864 -2.4716
H 0.5755 -0.6042 -5.5404
H 2.4348 -2.4860 -5.2575
H -3.3132 -1.4683 -1.9257
H -2.8465 -1.3639 -0.2197
H -2.2045 0.6839 -1.3752
H -1.2774 -0.2295 -2.5782
H -1.0919 2.5113 3.5522

The value obtained for the energy above the lowest of the compared OMol25 structures with the same formula, charge and spin is 1.074 eV. The LUMO energy is 0.61 eV. The maximum force is 1.02 eV/A. Its SMILES is Cc1cccc(NC(=O)CCC2CCN(Cc3nccs3)CC2)c1. The energy comes out at -37462.6697 eV. For the gap between HOMO and LUMO, the calculation gives 8.7947 eV.

Atomic partial charges in e from the Mulliken method, atoms 1 to 4:
1. C -1.52
2. C 0.69
3. C -0.58
4. C -0.64